18
Properties=species:S:1:pos:R:3 method="wB97M-V/def2-TZVPD" charge=-1 homo_ev="0.65 / -2.08" total_energy_ev=-7887.704 orbital_gap_ev="3.4 / 6.0" relative_energy_kj_mol=73.4 multiplicity=2
C -1.85604 -2.02260 -0.73184
N -0.60365 -1.33447 -0.97281
C -0.28142 -0.16712 -0.11507
C 1.07681 0.03277 0.12030
C 1.65746 1.20843 0.69785
C 2.97601 1.60371 0.66255
C -1.28926 0.87226 0.19990
H -1.83785 -2.97071 -0.18034
H -2.34834 -2.24895 -1.69951
H -2.62237 -1.39429 -0.29375
H 0.19018 -1.92666 -0.81952
H 1.81351 -0.67683 -0.26062
H 0.90108 1.89391 1.08069
H 3.21477 2.63968 0.86655
H 3.74044 0.90575 0.33838
H -2.30791 0.65569 -0.10865
H -1.35490 1.00663 1.29493
H -1.06853 1.92278 -0.07904



33
Properties=species:S:1:pos:R:3 method="wB97M-V/def2-TZVPD" charge=-1 homo_ev=-3.91 total_energy_ev=-39452.878 orbital_gap_ev=6.5 relative_energy_kj_mol=6.5
C -1.70493 -1.73389 0.78564
C -2.21432 -0.61886 1.49896
C -1.15837 0.00008 2.21457
C 0.04686 -0.75476 1.97069
C -0.28777 -1.81325 1.00660
Al 0.24834 0.03913 0.06453
N 0.14818 -0.51269 -1.71879
C -0.46686 0.77169 -2.17132
C -0.87153 1.46895 -0.87223
H -1.25134 0.80990 2.93491
H -3.27104 -0.36514 1.59252
H 0.92966 -0.76040 2.60984
H 0.35420 -2.66469 0.77629
H -2.30640 -2.47223 0.25493
H -1.94530 1.37278 -0.68996
H -1.37199 0.61648 -2.77625
H 1.01748 -0.65478 -2.22508
H -0.55388 2.50861 -0.88306
H 0.21552 1.35983 -2.80992
Cl 8.44975 1.40492 0.96844
C 6.76329 1.41560 0.70270
C 6.20386 2.38797 -0.14474
C 4.82287 2.39723 -0.34601
C 4.01407 1.45272 0.29259
C 4.57652 0.47370 1.11980
C 5.95555 0.44788 1.32641
C 2.55194 1.43461 0.00331
O 1.98713 2.27827 -0.69864
O 1.96356 0.39017 0.56499
H 6.84011 3.12317 -0.63298
H 4.34787 3.12886 -0.99580
H 3.93600 -0.27092 1.59282
H 6.41014 -0.30889 1.96042



11
Properties=species:S:1:pos:R:3 method="wB97M-V/def2-TZVPD" charge=0 homo_ev="-6.86 / -8.79" total_energy_ev=-46271.394 orbital_gap_ev="5.9 / 5.7" multiplicity=3
C 0.95974 1.19527 -0.34416
C 0.11392 0.43904 -1.15867
C -1.33100 -1.84523 1.03327
C 2.08961 1.35010 0.30871
N -2.47410 -1.59955 0.76968
S -0.23350 -0.87311 -1.99366
S 0.05729 -2.10581 1.67875
S -0.57173 2.02945 -0.74167
I -3.75966 -1.40190 -0.71192
H 2.32791 2.25141 0.84500
H 2.82152 0.56033 0.31467



56
Properties=species:S:1:pos:R:3 method="wB97M-V/def2-TZVPD" charge=-1 homo_ev=-4.87 total_energy_ev=-48960.887 orbital_gap_ev=7.2
Be 17.82589 -13.76334 28.57255
C 20.39562 -15.52061 28.38078
O 20.08080 -14.52081 29.38491
O 19.21208 -15.72642 27.76275
C 21.72385 -15.29962 27.56539
F 21.97030 -16.29696 26.68798
F 21.78782 -14.14199 26.89551
F 22.77801 -15.34284 28.39978
C 21.10934 -13.97394 30.19437
C 20.46886 -13.30102 31.42204
H 21.22226 -12.74356 31.97488
H 19.62664 -12.68806 31.10324
H 20.07426 -14.11138 32.04166
H 21.62051 -13.19921 29.61694
H 21.84605 -14.71401 30.51366
H 20.63114 -16.38596 29.01955
N 20.14570 -10.82853 28.83992
O 20.18629 -10.11968 29.86857
O 20.90476 -10.50159 27.91294
O 19.42052 -11.84627 28.75711
N 16.04277 -10.69963 28.94090
O 16.45978 -11.77834 28.45338
O 14.81186 -10.55237 29.07934
O 16.84915 -9.80276 29.22293
C 14.81886 -14.13314 28.59427
O 15.84803 -14.28828 27.65005
C 15.54342 -13.75629 26.35813
C 16.78229 -13.97047 25.50574
O 17.93258 -13.55014 26.18444
C 19.09107 -13.47352 25.34444
H 15.13965 -14.60629 29.51776
H 13.86662 -14.47840 28.17415
H 14.56073 -13.07905 28.74859
H 15.23676 -12.71901 26.52255
H 14.68647 -14.19982 25.84095
H 16.72239 -13.55270 24.49855
H 16.86415 -15.05000 25.33426
H 19.24788 -14.43186 24.84179
H 19.92001 -13.40710 26.04532
H 19.16973 -12.68055 24.60082
C 16.95678 -17.02561 28.66155
O 16.97704 -15.82605 29.40502
C 17.42776 -16.03547 30.74396
C 16.93827 -14.85820 31.51548
O 17.20366 -13.63936 30.87747
C 16.79570 -12.50210 31.65249
H 16.72676 -16.83942 27.61400
H 16.16230 -17.63139 29.10781
H 17.92107 -17.53796 28.64819
H 18.52167 -15.99639 30.69106
H 17.12040 -16.97971 31.19685
H 17.42540 -14.95468 32.49182
H 15.85686 -14.97617 31.63680
H 15.78254 -12.50702 32.05312
H 16.98669 -11.65917 30.99050
H 17.52326 -12.46542 32.46705



18
Properties=species:S:1:pos:R:3 method="wB97M-V/def2-TZVPD" charge=0 homo_ev=-7.09 total_energy_ev=-8895.994 orbital_gap_ev=8.1 relative_energy_kj_mol=550.3
C -2.77760 0.60527 0.36533
O -1.80961 -0.37420 0.65342
C -0.78465 -0.36224 -0.27583
C 0.34316 0.71403 -0.32507
N 1.20538 -0.35919 -0.43165
C 2.63413 -0.38345 -0.63462
C 0.35161 -1.33251 -0.14346
H -3.53656 0.55551 1.14917
H -3.25625 0.41649 -0.60850
H -2.33660 1.61171 0.35257
H -1.18080 -0.44025 -1.30473
H 0.43990 1.52397 -1.04941
H 0.49591 0.32930 1.78135
H 3.13357 -0.20842 0.32101
H 2.90945 0.40604 -1.33483
H 2.93325 -1.35248 -1.03450
H 0.51149 -0.38307 2.04940
H 0.54829 -2.34675 0.16987



67
Properties=species:S:1:pos:R:3 method="wB97M-V/def2-TZVPD" charge=-1 homo_ev="-3.59 / -2.66" total_energy_ev=-208114.559 orbital_gap_ev="4.7 / 3.7" multiplicity=2
V -3.78845 -15.27089 10.37130
O -1.47756 -18.07162 5.24056
C -1.82197 -17.42350 6.38055
C -1.54150 -17.85255 7.68429
C -1.90218 -17.05024 8.75516
N -2.75030 -16.02383 8.52729
C -2.93999 -15.59258 7.29416
C -2.48992 -16.18686 6.15975
C -3.50894 -14.19363 7.38322
O -3.59956 -13.37231 6.47485
O -3.83854 -13.85582 8.67047
C -1.40680 -17.21346 10.14741
O -0.44390 -17.97830 10.32911
O -2.04030 -16.38481 10.96052
H -0.94861 -18.86615 5.47823
H -0.80246 -18.63902 7.89782
H -2.64915 -15.78231 5.17373
N -4.79474 -13.52084 11.12660
C -6.27151 -13.61750 11.07885
C -6.62120 -14.03934 9.64773
C -6.61246 -15.57309 9.64724
N -5.35474 -16.27452 9.21294
H -4.34435 -13.02035 11.92852
H -4.57990 -12.89504 10.34370
H -6.67646 -12.65609 11.34512
H -6.65807 -14.33952 11.79839
H -5.92676 -13.68201 8.94072
H -7.63863 -13.68767 9.32992
H -7.38055 -15.89223 8.88135
H -6.90220 -16.01914 10.62352
H -5.21632 -16.13167 8.21740
H -5.52872 -17.28998 9.33385
O 1.61183 -11.84157 17.39530
C 0.87211 -10.87375 16.73712
C 0.13405 -11.42669 15.48392
C -1.05324 -12.27192 15.89430
O -0.59040 -13.24119 16.87342
C 1.11242 -12.19913 14.62264
Se 0.38095 -12.52449 12.77837
C -0.36158 -10.20328 14.69116
Se -1.19406 -10.74156 12.97501
H 1.02239 -12.64396 17.38686
H 1.60877 -10.11224 16.37555
H 0.21685 -10.31057 17.44040
H -1.44585 -12.72114 14.96317
H -1.80247 -11.58742 16.37918
H -1.33290 -13.70887 17.31016
H 1.40224 -13.17378 15.03883
H 2.02587 -11.62267 14.46607
H 0.40059 -9.53667 14.30652
H -1.12851 -9.60025 15.23618
O -3.71777 -17.45951 13.64569
C -4.19428 -16.35524 13.48994
O -4.42503 -15.87245 12.30640
C -4.48728 -15.54195 14.78503
C -3.81839 -14.36193 14.95557
C -4.16841 -13.58120 16.06695
C -5.19942 -14.01673 16.96176
C -5.74493 -15.36409 16.82298
C -5.52381 -16.00480 15.63037
N -5.72799 -13.13056 17.97433
O -6.41187 -13.60580 18.90152
O -5.41161 -11.91807 17.82308
H -3.10379 -14.09871 14.14555
H -3.70801 -12.63559 16.35067
H -6.47621 -15.75523 17.55063
H -6.18089 -16.82023 15.30959



11
Properties=species:S:1:pos:R:3 method="wB97M-V/def2-TZVPD" charge=0 homo_ev="-8.17 / -8.17" total_energy_ev=-8772.565 orbital_gap_ev="8.2 / 8.2" relative_energy_kj_mol=494.9
N -1.27722 0.90164 0.39744
C -0.55025 -0.21314 0.52464
O -0.84362 -1.01846 1.44637
C 0.57367 -0.51504 -0.35714
C 1.28949 0.39825 -0.99751
O 0.14463 -2.03186 1.47097
H -1.22825 1.40818 -0.47017
H -2.07727 1.03928 0.99499
H 0.71649 -1.55631 -0.54017
H 2.07026 0.14812 -1.70054
H 1.18206 1.43934 -0.76889



92
Properties=species:S:1:pos:R:3 method="wB97M-V/def2-TZVPD" charge=0 homo_ev="-6.42 / -6.42" total_energy_ev=-149637.561 orbital_gap_ev="4.6 / 4.6"
Lu -0.04226 -0.07034 0.44922
Cl 6.65599 1.59186 -6.42102
C 5.54100 1.21149 -5.13970
C 5.45039 -0.08968 -4.67856
C 4.54743 -0.38696 -3.66889
C 3.72963 0.59419 -3.11442
C 3.85937 1.89912 -3.58519
C 4.75786 2.21462 -4.59333
C 2.72072 0.27661 -2.06164
C 2.86993 0.90431 -0.82517
C 4.03596 1.65084 -0.43980
C 3.85700 2.04883 0.84832
C 2.55474 1.60248 1.24735
C 1.86282 1.98912 2.43571
C 2.56986 1.87609 3.73563
C 1.95491 2.10760 4.97591
C 2.62710 1.95316 6.17717
C 3.94856 1.55176 6.17860
Cl 4.80848 1.38738 7.67963
C 4.57373 1.23919 4.98556
C 3.88442 1.37759 3.79483
C 0.51262 2.47726 2.33733
N -0.28196 2.18120 1.13302
C -1.48281 2.55070 1.34452
C -2.77296 1.82556 1.00088
C -3.91986 2.83744 0.88506
C -4.68329 3.30651 1.94837
C -5.68978 4.24451 1.74911
C -5.92592 4.73024 0.47817
Cl -7.18633 5.90206 0.22456
C -5.16495 4.29916 -0.59650
C -4.17227 3.35826 -0.38448
C -2.92246 0.78320 -0.07397
C -4.14191 0.16528 -0.38152
C -3.83367 -0.90359 -1.21091
C -2.43857 -0.89327 -1.39660
N -1.90086 0.17257 -0.69636
C -1.66090 -1.75265 -2.21121
C -0.29635 -1.61716 -2.41488
C 0.37307 -2.00121 -3.62366
C 1.54786 -1.32442 -3.65239
C 1.64222 -0.57905 -2.42194
N 0.53456 -0.79391 -1.67209
C -2.39180 -2.77963 -3.00061
C -2.12766 -4.13197 -2.80595
C -2.77332 -5.09717 -3.56551
C -3.67920 -4.69762 -4.53316
Cl -4.47667 -5.89979 -5.50669
C -3.96049 -3.35786 -4.74342
C -3.31677 -2.40407 -3.97028
C -1.66506 3.12991 2.74048
C -0.26680 3.14797 3.22081
N 1.98850 0.88018 0.23515
H 6.08493 -0.85811 -5.09859
H 4.49871 -1.39969 -3.28699
H 3.23728 2.67769 -3.16012
H 4.84985 3.22917 -4.95563
H 4.89303 1.83647 -1.06624
H 4.51340 2.66979 1.43514
H 0.91205 2.35954 5.03025
H 2.11518 2.13220 7.11291
H 5.58659 0.85964 4.98827
H 4.38247 1.04907 2.89803
H -4.48885 2.95879 2.95118
H -6.28318 4.59823 2.58129
H -5.35419 4.69128 -1.58656
H -3.58521 3.01442 -1.22820
H -5.11549 0.46130 -0.02300
H -4.51889 -1.61904 -1.63743
H -0.03285 -2.64828 -4.38505
H 2.26971 -1.32203 -4.45074
H -1.41580 -4.42985 -2.04606
H -2.57418 -6.14901 -3.41337
H -4.66906 -3.06789 -5.50707
H -3.52642 -1.35321 -4.12697
H -2.21210 4.06745 2.82354
H 0.03527 3.64404 4.12304
O -0.93939 -1.84561 1.54952
C -1.77641 -1.04279 2.08385
N -1.43132 0.21169 2.27740
C -2.62975 1.02944 2.42963
O -2.46799 2.07952 3.36802
C -3.71393 0.01584 2.73684
C -5.01812 0.15545 3.16808
C -5.79166 -0.99802 3.30042
C -5.27628 -2.25360 2.99814
C -3.95978 -2.39226 2.56681
C -3.20194 -1.24748 2.45668
H -5.44337 1.12047 3.39996
H -6.81476 -0.91328 3.64343
H -5.90304 -3.12881 3.10931
H -3.53746 -3.36088 2.33230